Entry 1:
This record from the Open Molecules 2025 dataset describes 7 unconnected molecules or ions with the total composition C35H66Br3INO14PS7. The level of theory is the ωB97M-V functional and the def2-TZVPD basis.

Structure (XYZ):
```
128
Properties=species:S:1:pos:R:3:forces:R:3:mulliken_charge:R:1
C 7.570 1.004 8.847 0.2 -0.1 -0.2 -0.716
H 7.845 -0.754 0.837 0.1 0.0 0.1 0.406
C -5.158 -4.164 -7.958 0.0 0.0 0.1 -0.606
H -3.520 -2.548 -6.369 0.0 0.0 0.0 0.377
C -9.664 0.807 -2.282 0.0 0.0 0.1 -0.675
C -10.273 1.449 -1.026 0.1 0.0 -0.1 -0.566
O 4.409 2.752 0.163 0.1 -0.2 0.0 -0.651
O -2.836 -2.584 1.434 -0.5 0.1 -0.1 0.000
O 6.545 -0.272 3.742 0.2 0.0 0.2 -0.619
C 2.326 3.487 -1.278 -0.2 0.1 0.1 -0.341
H -3.969 -5.716 -2.009 -0.9 0.1 -0.9 0.469
C -3.591 -3.615 -6.166 0.1 -0.1 -0.2 -0.672
C -1.662 -3.271 1.120 0.0 -0.5 -0.1 0.873
H 8.373 1.025 9.579 -0.1 0.0 0.1 0.409
S 3.092 7.200 -4.901 0.3 -0.1 -0.1 1.233
C 0.545 -3.756 2.066 3.0 -1.2 -4.4 0.691
C -3.588 -1.135 3.228 0.1 -1.0 -0.6 -1.213
C 5.368 -0.399 8.272 0.1 -0.1 -0.3 -0.671
S 6.990 -1.398 2.961 -0.3 0.0 -0.3 1.172
H 5.891 -2.084 -0.405 0.0 0.0 0.0 0.363
H 8.112 -0.975 8.182 0.0 0.0 0.0 0.332
H -4.229 -2.160 5.997 -0.7 -0.6 0.2 0.372
H -5.433 -4.846 -8.760 0.0 0.0 0.0 0.318
C -2.862 -1.614 4.451 -0.8 0.0 0.3 -0.244
P -1.774 -0.025 -0.379 0.6 1.2 0.0 0.202
C -2.684 -1.302 1.984 -0.8 0.5 0.2 0.110
H -3.597 -5.484 -7.242 0.0 0.0 0.0 0.301
S -8.017 0.371 -0.228 -0.1 0.0 0.0 1.206
H -1.278 -4.355 2.931 -0.2 -0.7 0.5 0.695
C 7.758 -0.038 7.748 -0.1 0.0 0.0 -0.705
H -2.313 -6.241 -2.044 0.6 -0.4 -0.5 0.294
H -2.586 0.209 -1.487 -0.3 -0.3 -0.2 0.060
C 5.154 -2.732 1.550 0.1 0.1 0.0 -0.547
C -3.108 -5.884 -1.424 -0.2 -0.3 0.1 -1.678
H 3.295 7.746 -7.194 -0.1 0.0 0.0 0.359
C 2.908 5.835 -0.943 0.0 -0.1 0.0 -0.086
Br -3.335 -3.112 -1.693 0.0 0.3 0.0 -0.118
C 1.882 4.757 -0.561 0.2 0.1 0.0 -0.675
Br -1.408 -6.156 1.093 0.0 -0.6 0.1 -0.148
S 4.101 3.452 -1.057 -0.2 0.2 -0.2 1.163
H 3.371 4.924 -4.235 -0.1 0.1 0.1 0.059
H -1.682 -1.144 2.353 0.6 0.0 0.0 0.653
H -2.922 -1.209 6.550 0.5 0.2 0.6 0.417
H 2.800 6.729 -0.334 0.0 0.1 0.0 0.380
H -9.827 1.144 1.111 0.1 0.0 0.0 0.408
H 6.012 7.008 -6.045 0.0 0.0 0.0 0.295
H -3.368 -6.616 -0.698 0.0 -0.8 0.6 0.515
H -9.941 2.485 -0.940 0.0 0.0 0.0 0.286
H 7.413 1.998 8.431 0.0 0.0 0.0 0.353
O 4.737 3.081 -2.300 0.1 -0.1 0.0 -0.675
H -3.893 -0.114 3.314 -0.3 0.7 0.1 0.858
H 8.489 0.287 7.011 0.0 0.0 0.0 0.349
C 4.615 5.361 -5.992 0.0 0.1 -0.1 -0.872
H 5.267 -1.435 8.586 0.0 0.0 0.1 0.373
H 4.798 -3.732 1.311 0.0 0.0 0.0 0.297
C -2.736 -4.647 -0.760 0.8 1.3 1.1 0.624
H 4.391 0.010 8.033 -0.1 0.0 0.1 0.360
H 4.303 -2.054 1.466 0.0 0.0 0.0 0.270
H -9.811 1.429 -3.163 0.0 0.0 0.0 0.326
H -10.219 -0.343 0.208 0.0 -0.1 0.0 0.345
S 6.050 0.519 9.661 0.0 0.0 -0.2 1.153
C -8.171 0.588 -2.007 -0.2 0.1 -0.2 -0.606
H 6.184 -0.165 1.119 0.0 0.1 0.0 0.316
H 5.017 5.605 -1.503 0.1 -0.1 0.0 0.358
H -2.792 -2.675 4.345 0.6 -0.8 0.0 0.142
H -5.227 -3.150 -8.353 0.0 0.0 0.0 0.292
H 1.892 4.598 0.519 0.0 0.0 0.0 0.301
H 2.129 3.547 -2.347 0.0 0.0 0.0 0.267
H -1.005 -2.703 0.486 0.2 0.4 -0.5 -0.032
C 6.269 -2.276 0.597 0.0 0.0 0.1 -0.686
H 0.871 5.038 -0.850 0.0 0.0 0.0 0.397
H 4.811 5.922 -3.904 0.0 0.0 0.0 0.103
H -6.960 -3.654 -6.808 0.0 0.0 0.1 0.329
H -11.361 1.447 -1.055 0.0 0.0 0.0 0.355
H -2.792 0.740 1.549 0.4 0.7 0.4 0.604
I -5.433 -2.275 3.090 0.2 0.3 -0.1 0.097
O -5.614 -2.656 -4.747 0.0 0.0 0.2 -0.653
H -1.167 -1.245 -0.644 -0.2 -0.3 -0.1 0.096
C -6.104 -4.319 -6.758 0.0 0.0 -0.3 -0.698
O -7.252 1.474 0.306 0.1 0.0 0.0 -0.697
C 6.373 -0.243 7.120 0.0 0.1 0.2 -0.322
C 4.028 5.696 -4.626 0.1 -0.1 -0.1 0.064
H -6.440 -5.346 -6.634 0.0 0.0 0.1 0.346
C -3.730 -4.422 -7.453 -0.1 0.0 0.0 -0.595
O 6.367 -0.406 10.719 0.0 0.0 0.1 -0.654
Br 1.720 -3.642 3.621 -0.2 -0.1 -0.2 -0.194
H 4.385 8.729 -6.187 -0.1 0.1 0.1 0.351
H -4.837 0.662 0.854 -0.3 0.3 0.1 0.164
H -7.575 1.456 -2.283 0.0 0.0 0.1 0.363
H 4.968 -2.411 3.709 0.1 0.1 0.1 0.288
H -0.907 -2.700 3.032 -0.1 0.5 0.3 0.286
H -1.881 -1.175 4.484 0.6 0.3 0.0 0.410
H 4.696 5.351 0.227 0.0 -0.1 0.0 0.442
C 4.305 5.220 -0.779 -0.2 0.2 0.0 -0.800
H 6.202 -3.611 3.256 0.1 0.0 0.0 0.386
C -2.972 -0.166 1.012 -0.6 -0.7 -0.8 -0.870
C 5.722 -2.677 2.974 -0.2 -0.2 -0.2 -0.582
H 2.759 6.127 -1.981 0.0 0.1 0.0 -0.191
C 6.860 -1.013 1.217 -0.1 -0.1 -0.2 -0.671
H -2.767 -3.931 -5.530 -0.1 0.0 0.1 0.374
H -2.983 -4.130 -8.187 0.0 0.0 0.0 0.354
H 6.114 0.627 6.517 0.0 0.0 0.0 0.287
H 5.416 4.630 -5.908 0.0 0.0 0.0 0.367
C 5.111 6.693 -6.574 -0.1 0.0 0.1 -0.675
O 1.048 -3.967 0.935 -2.1 1.0 4.7 -0.496
H -4.478 -0.281 -0.414 -0.1 -0.3 -0.3 0.182
C -3.604 -1.339 5.739 0.4 -0.1 -0.2 -1.490
H -4.220 -0.472 5.644 -0.4 0.7 0.1 0.323
S -5.133 -3.895 -5.302 -0.1 0.2 -0.3 1.161
O -7.649 -0.984 0.071 0.1 0.0 0.1 -0.627
H 7.036 -3.049 0.525 0.0 0.0 0.0 0.315
H 1.891 2.581 -0.867 0.1 -0.1 0.0 0.089
O 8.269 -2.013 3.211 0.1 0.0 0.1 -0.693
O 1.751 6.845 -5.290 -0.1 0.1 0.1 -0.678
H 5.366 6.604 -7.628 0.0 0.0 0.0 0.366
H 6.354 -1.107 6.461 0.0 0.0 -0.1 0.109
O 5.243 1.683 9.923 0.0 0.0 0.1 -0.670
O 3.331 8.121 -3.819 -0.2 0.0 0.1 -0.669
O -5.004 -5.073 -4.488 0.0 -0.2 0.3 -0.634
N -4.357 -0.172 0.575 0.2 -0.1 0.1 -0.124
C -2.025 -4.526 0.367 -0.6 -0.2 -0.7 -0.517
S -0.462 1.413 -0.183 -0.1 -0.2 0.2 -0.465
C -9.747 0.636 0.154 -0.2 0.2 -0.1 -0.787
H -7.781 -0.300 -2.495 0.1 -0.1 0.0 0.361
H -10.147 -0.152 -2.473 0.0 0.0 0.0 0.308
C 3.998 7.730 -6.364 0.3 -0.1 -0.2 -0.674
H 3.840 4.941 -6.635 0.0 0.0 0.0 0.364
C -0.877 -3.542 2.370 0.4 0.4 0.0 -1.512
```
Positions in Å, forces in eV/Å.

Values from the calculation:
- Spin multiplicity: 1
- SMILES: CC[C@H](I)[C@@H](O[C@@H](CC(=O)Br)/C(Br)=C(/C)Br)[C@H](N)[PH2]=S.O=S1(=O)CCCC1.O=S1(=O)CCCC1.O=S1(=O)CCCC1.O=S1(=O)CCCC1.O=S1(=O)CCCC1.O=S1(=O)CCCC1

Entry 2:
This record from the Open Molecules 2025 dataset describes 4 unconnected molecules or ions with the total composition C35H66N3O2P. The level of theory is the ωB97M-V functional and the def2-TZVPD basis.

Structure (XYZ):
```
107
Properties=species:S:1:pos:R:3:forces:R:3:mulliken_charge:R:1
C 2.395 3.266 2.392 0.0 0.0 0.0 -0.151
H -2.262 -2.383 0.092 0.0 0.0 0.0 -0.323
H 1.920 -1.342 -2.679 0.0 -0.1 0.0 0.107
H 2.061 -1.982 -6.445 0.0 0.0 0.0 0.234
H -0.547 0.452 3.131 0.1 -0.1 -0.1 0.493
N 1.998 2.776 -1.625 -0.3 0.4 -0.9 -0.659
N 3.386 0.357 0.160 0.0 0.1 -0.4 -0.245
H -2.287 -6.482 -2.953 0.0 0.0 0.0 0.390
C -4.711 -0.276 1.590 -0.1 0.0 -0.1 -0.724
C -1.948 -5.606 -2.394 0.1 0.0 -0.1 -0.444
H -0.394 -1.477 -3.508 0.0 0.0 0.0 -0.270
H -5.119 -1.134 2.126 0.0 0.0 0.0 0.290
H -7.737 -0.529 2.763 0.0 0.0 0.0 0.231
C 1.740 -1.220 -3.753 -0.1 0.0 0.0 -0.099
H -1.701 -2.759 -2.207 0.0 0.0 0.0 -0.544
H -1.408 3.365 2.794 0.0 0.1 -0.1 0.281
H -8.871 1.596 4.661 0.0 0.0 0.0 0.292
H 4.285 -2.875 -7.106 0.0 0.0 0.0 0.387
H -6.578 0.764 1.318 0.0 0.0 0.0 0.424
H 0.131 0.206 -3.468 0.0 0.0 0.0 0.263
H 2.777 -1.013 -7.712 0.0 0.0 0.0 0.387
H 4.348 -2.333 -5.434 0.0 0.0 0.0 0.273
H -5.727 -0.448 4.240 0.0 0.0 0.0 0.320
H 0.040 -0.663 -5.004 0.0 0.0 0.0 0.428
H 1.874 -2.210 -4.197 0.0 0.0 0.0 0.414
C -2.544 -3.350 -0.334 -0.1 0.0 0.0 0.409
H 8.595 1.764 1.547 0.2 0.2 0.2 0.356
H -1.943 -5.900 -1.341 0.0 0.0 0.0 0.260
C 0.173 0.173 0.362 0.4 -0.6 1.0 -0.031
H -4.155 -4.793 -0.019 0.0 0.0 0.0 0.394
H -9.779 0.726 3.424 0.0 0.0 0.0 0.386
C 2.621 0.847 2.610 0.8 0.7 -0.3 -0.727
H 5.323 1.666 -0.902 0.0 -0.2 0.0 0.303
C -6.371 0.430 4.141 0.0 -0.1 0.0 -0.808
C 0.300 -0.760 -3.949 0.0 0.0 0.0 -0.647
C 0.588 -1.147 1.060 -0.5 0.1 -0.7 -1.186
H 0.831 -1.040 2.110 0.2 0.0 0.1 0.344
C -2.945 -4.471 -2.623 0.0 0.0 0.0 -0.859
H -3.704 -0.084 1.970 0.0 0.0 0.0 0.022
C -7.771 -0.028 3.734 0.0 0.1 0.1 -0.388
H -4.624 -0.558 0.539 0.0 0.0 0.0 0.323
C 2.546 5.782 3.606 0.1 -0.4 0.0 -0.466
H 3.525 0.680 -6.087 0.0 0.0 0.0 0.441
C -5.721 1.436 3.190 0.0 0.0 0.0 -0.379
H -3.708 -3.867 1.411 -0.1 0.0 0.0 0.419
C -5.591 0.962 1.743 0.1 0.0 0.0 -0.660
H -6.286 2.372 3.205 0.0 0.0 0.0 0.383
H -1.837 2.382 4.174 -0.1 -0.1 0.1 0.505
H 1.650 4.365 0.684 0.0 -0.2 -0.1 0.431
N 3.144 0.132 3.333 0.0 -0.9 0.6 -0.767
H -8.111 -0.778 4.452 0.0 0.0 0.0 0.377
P 0.414 1.755 1.264 -0.4 0.8 -0.8 -0.564
H 5.047 -1.333 -6.713 0.0 0.0 0.0 0.295
H -6.421 0.878 5.138 0.0 0.0 0.0 0.417
H 3.564 0.196 -0.823 0.1 0.0 0.0 0.356
C -0.311 1.498 2.932 -0.1 -0.2 0.3 -0.271
H 2.658 0.719 -3.806 0.0 0.0 0.0 0.095
H 6.354 -0.382 1.399 0.1 -0.1 0.0 0.378
H 1.793 0.472 -6.080 0.0 0.0 0.0 0.320
C 2.731 -0.022 -5.816 -0.1 0.0 0.0 -0.931
H 4.135 -0.051 0.703 0.0 0.0 0.1 0.213
H -4.726 1.682 3.574 0.0 0.0 0.0 0.071
C 2.781 -0.248 -4.304 0.1 0.0 0.1 -0.465
H -2.973 -4.233 -3.691 0.0 0.0 0.0 0.436
H -3.949 -4.823 -2.369 0.0 0.0 0.0 0.324
H 8.455 1.532 -0.162 0.1 0.2 -0.3 0.353
O 4.381 2.459 0.805 0.1 -0.3 -0.3 -0.334
C 2.021 4.414 1.696 0.0 0.4 0.1 -0.396
C 2.267 1.914 1.696 -0.6 -0.2 0.1 2.484
C -3.838 -3.808 0.329 0.1 0.0 0.0 -1.544
H 0.404 1.790 3.698 0.2 0.0 0.0 0.464
H 3.263 4.709 5.322 0.1 0.1 0.1 0.451
C 2.922 4.643 4.301 -0.1 -0.2 -0.2 -0.944
C -2.640 -3.189 -1.849 0.0 0.1 0.0 0.123
C 6.598 1.481 0.868 0.3 0.1 0.0 0.410
C -8.791 1.107 3.688 0.0 -0.1 -0.1 -1.213
H 8.010 3.120 0.544 0.1 0.2 0.0 0.410
H -0.897 0.138 0.171 -0.2 0.2 -0.1 0.801
C -1.568 2.342 3.121 -0.1 0.0 0.1 -1.167
H 1.410 -1.592 0.513 0.4 -0.1 0.2 0.364
C 4.216 -1.997 -6.463 -0.1 0.0 0.0 -1.193
H -0.236 -1.852 0.985 -0.1 -0.1 0.1 0.156
C 2.584 2.353 -0.744 0.1 -0.1 0.6 -0.568
C -0.528 -5.260 -2.836 0.0 -0.1 0.1 -1.082
H -3.415 -2.452 -2.082 0.0 0.0 0.0 0.505
C 2.879 -1.288 -6.659 0.1 0.0 0.0 -0.416
H -1.736 -4.044 -0.082 0.0 0.0 0.0 0.408
H 1.802 6.555 1.767 0.0 0.0 -0.2 0.450
H 0.661 0.275 -0.601 0.0 0.1 -0.2 -0.124
H 2.601 6.739 4.101 0.0 0.2 -0.1 0.430
H 6.303 1.635 1.903 -0.2 0.1 0.1 0.263
O 6.652 0.072 0.605 -0.4 0.0 0.2 -0.630
C 2.101 5.662 2.294 0.1 0.0 0.4 -1.174
H 0.142 -6.106 -2.681 0.0 0.0 0.0 0.426
C 2.847 3.387 3.701 0.0 0.5 0.0 -0.364
H -8.522 1.862 2.949 0.0 0.0 0.0 0.291
H 3.776 -0.607 -4.024 0.0 0.0 0.0 0.404
H -0.504 -5.003 -3.898 0.0 0.0 0.0 0.278
H -5.161 1.775 1.152 0.0 0.0 0.0 0.376
H -2.420 1.932 2.584 -0.1 0.0 -0.2 0.100
C 5.549 2.196 0.019 0.3 0.4 0.2 -0.405
H 5.950 3.165 -0.266 -0.1 0.2 0.0 0.423
C 3.217 1.757 0.452 -0.1 -0.3 0.4 0.982
H 3.147 2.534 4.288 0.0 -0.3 -0.1 0.404
H -0.124 -4.416 -2.274 0.0 0.0 0.0 0.184
C 8.004 2.046 0.683 -0.2 -0.7 -0.1 -1.473
H -4.640 -3.098 0.123 -0.1 0.0 0.0 0.223
```
Positions in Å, forces in eV/Å.

Values from the calculation:
- Spin multiplicity: 1
- SMILES: CCP(CC)[C@](C#N)(c1ccccc1)[C@@](N)(C#N)OC[C@H](C)O.CCCCCC.CCCCCC.CCCCCC

Number 1: F_max 5.50 eV/Å, electronic energy -370881.21508 eV, frontier orbital gap 8.7 eV. Number 2: F_max 1.22 eV/Å, electronic energy -55219.26376 eV, frontier orbital gap 9.1 eV.